Record 1
Molecular formula: C17H57N5O8
Method: DFT, ωB97M-V/def2-TZVPD

The value obtained for the HOMO-LUMO gap is 7.14 eV. As for the largest force on an atom: 3.2 eV/Å. The value obtained for the highest occupied orbital energy is -7.6 eV. For the total energy, the calculation gives -1557.36569 hartree. The LUMO energy is -0.017 Ha.

Geometry as ORCA input:
```
! RIJCOSX wB97M-V def2-TZVPD def2/J DEFGRID3
* xyz 0 1
N 0.5845 1.5229 2.9268
H 0.5480 1.2663 1.9506
H 0.1831 0.7854 3.4881
H 0.0769 2.3496 3.2077
H 1.5477 1.6639 3.1961
C 0.3245 -0.1632 -0.8384
O -0.0915 0.1412 0.4659
H -0.3537 -0.8555 -1.3373
H 0.4234 0.7534 -1.4200
H 1.2441 -0.7470 -0.8787
O -1.5061 -2.4002 1.5801
H -1.1534 -3.0543 2.1834
H -0.7499 -1.8663 1.3363
O -2.4139 0.1419 1.7816
H -2.7173 1.0318 1.9611
H -1.6136 0.2599 1.2699
O -3.5850 -1.5346 -0.1327
H -4.3448 -1.3294 -0.6774
H -2.9646 -1.9490 -0.7324
C -3.5278 -5.0337 -1.6432
C -2.2727 -4.2596 -1.6830
C -1.1266 -4.9390 -2.5955
O 0.0658 -4.1348 -2.8270
C 0.8603 -3.8603 -1.6679
N -2.5325 -2.9043 -2.1904
H -4.0639 -5.0473 -2.5922
H -4.1477 -4.5617 -0.8810
H -3.3039 -6.0599 -1.3518
H -1.8606 -4.2365 -0.6741
H -1.4547 -5.2570 -3.5851
H -0.8498 -5.8936 -2.1481
H 1.1374 -4.7757 -1.1451
H 0.4553 -3.1900 -0.9098
H 1.8526 -3.5230 -1.9674
H -2.7673 -3.0334 -3.1642
H -1.6088 -2.5109 -2.3009
C 2.8634 1.7501 -3.7485
C 2.9220 2.6136 -2.5574
C 3.7870 2.0098 -1.4304
O 3.8846 2.8002 -0.3343
C 2.6333 3.0321 0.3053
N 3.4844 3.8418 -3.0102
H 3.8192 1.5783 -4.2435
H 2.3872 2.1605 -4.6389
H 2.4207 0.7703 -3.5689
H 1.8760 2.8362 -2.3462
H 4.8069 1.7830 -1.7409
H 3.2037 1.1313 -1.1548
H 2.7517 3.4554 1.3027
H 2.0517 2.1411 0.5417
H 2.0404 3.7701 -0.2350
H 3.0309 4.2872 -3.7951
H 3.6026 4.6180 -2.3749
C 3.0721 -2.6699 1.0310
C 2.7341 -2.1715 2.4221
C 3.6327 -1.0241 2.9495
O 3.2591 -0.6759 4.2725
C 3.5604 -1.6127 5.3207
N 1.3973 -1.7293 2.4088
H 2.9747 -1.9172 0.2487
H 2.3725 -3.4129 0.6479
H 4.0489 -3.1536 1.0351
H 2.7838 -2.9889 3.1414
H 3.5948 -0.1200 2.3417
H 4.6664 -1.3698 2.9508
H 4.5836 -1.9884 5.3243
H 2.8349 -2.4159 5.1921
H 3.4493 -1.1991 6.3230
H 1.0965 -1.0320 1.7429
H 1.3169 -1.2885 3.3139
C -1.7216 3.3801 0.1228
C -3.0970 3.7143 0.7212
C -4.2083 3.5920 -0.3604
O -4.1406 4.6473 -1.2991
C -5.1625 4.5274 -2.2827
N -3.2439 2.8058 1.8812
H -0.9781 3.5939 0.8906
H -1.5269 4.0775 -0.6920
H -1.6969 2.3512 -0.2362
H -3.1364 4.7025 1.1796
H -5.2076 3.6940 0.0627
H -4.1339 2.6426 -0.8908
H -4.9742 3.6769 -2.9379
H -5.1857 5.4724 -2.8255
H -6.1367 4.4426 -1.8012
H -2.5373 3.1541 2.5133
H -4.1495 2.9197 2.3138
*
```

---

Record 2
Molecular formula: C17H58F3N26O15
Method: DFT, ωB97M-V/def2-TZVPD

The energy above the lowest of the compared OMol25 structures with the same formula, charge and spin is 169.19 kcal per mole. The value obtained for the HOMO-LUMO gap is 8.76 eV. As for the largest force on an atom: 8.1 eV/Å. The value obtained for the highest occupied orbital energy is -7.2 eV. For the total energy, the calculation gives -3534.81439 hartree. The LUMO energy is 0.057 Ha.

Geometry as ORCA input:
```
! RIJCOSX wB97M-V def2-TZVPD def2/J DEFGRID3
* xyz -1 1
C -8.4294 3.3906 -9.9632
O -8.6089 4.1790 -11.1101
O -7.1980 3.6058 -9.3327
C -9.7302 3.4212 -9.1102
F -10.8555 3.1099 -9.7218
F -9.6779 2.7434 -7.9663
F -9.9345 4.7095 -8.6705
C -9.0456 5.5133 -11.1506
C -8.9935 5.9654 -12.6562
H -8.2187 5.4256 -13.2006
H -9.8962 5.9702 -13.2672
H -8.5692 6.9693 -12.6687
H -8.5538 6.2373 -10.5010
H -10.0851 5.6884 -10.8735
H -8.2603 2.4151 -10.4193
C -13.6754 5.4945 -15.2662
O -14.8270 6.0205 -15.2082
N -12.6799 5.5728 -14.4360
N -13.4686 4.4894 -16.1523
H -11.9879 4.8654 -14.6376
H -12.6612 6.2959 -13.7310
H -14.2263 4.0876 -16.6857
H -12.5666 4.1600 -16.4653
C -10.1812 -0.3908 -9.9676
O -10.3517 0.0206 -11.1117
N -9.0841 -0.4177 -9.2705
N -11.2411 -0.8134 -9.4055
H -9.0533 -0.4880 -8.2634
H -8.4165 0.1289 -9.7955
H -11.1827 -1.0726 -8.4311
H -12.1880 -0.7828 -9.7555
C -9.0117 2.6646 -14.3779
O -9.0076 2.1728 -13.3028
N -10.1294 2.8569 -15.0171
N -7.9347 2.8598 -15.0451
H -10.9963 2.7925 -14.5028
H -10.0911 3.3769 -15.8821
H -7.0990 2.4804 -14.6235
H -7.9535 3.3346 -15.9364
C -15.4077 3.4425 -7.9132
O -16.2409 3.0419 -7.1294
N -14.0575 3.2462 -7.8968
N -15.7311 3.9652 -9.0328
H -13.4700 3.6126 -8.6321
H -13.5925 2.6914 -7.1924
H -16.7037 3.7978 -9.2476
H -15.0827 4.0027 -9.8062
C -7.5345 5.1860 -5.9565
O -7.5665 5.7246 -4.8855
N -8.1710 4.0478 -6.1683
N -6.9827 5.6738 -7.0155
H -8.6020 3.5171 -5.4249
H -7.8744 3.4843 -6.9522
H -6.7772 6.6558 -6.8999
H -6.9404 5.2091 -7.9113
C -10.3503 8.6666 -8.5980
O -9.5296 9.3330 -9.2090
N -11.5254 9.1156 -8.2405
N -10.0648 7.4939 -8.1256
H -12.2244 8.5420 -7.7907
H -11.6840 10.0834 -8.4822
H -9.1823 7.0173 -8.2445
H -10.6733 7.1133 -7.4150
C -4.5074 5.8488 -9.1060
O -3.7641 6.7354 -8.6804
N -4.3790 4.5721 -8.7827
N -5.2280 5.9485 -10.1214
H -5.1452 4.0145 -9.1324
H -3.6941 4.2370 -8.1203
H -5.1376 6.7351 -10.7485
H -5.8243 5.1591 -10.3248
C -11.7834 1.4670 -5.2906
O -12.6402 1.3802 -6.2042
N -12.1562 1.3368 -4.1076
N -10.5239 1.7131 -5.3291
H -13.0537 0.8954 -3.9668
H -11.4367 1.3845 -3.4004
H -10.2177 1.8818 -6.2767
H -9.9536 1.4626 -4.5341
C -7.3602 10.1996 -12.2172
O -6.6276 10.8091 -12.9771
N -8.4998 10.5734 -11.5779
N -6.9597 9.1062 -11.6714
H -8.8671 10.0714 -10.7822
H -8.7015 11.5630 -11.5701
H -6.1166 8.6820 -12.0310
H -7.3968 8.8707 -10.7919
C -4.8938 1.3553 -8.0026
O -3.8225 1.0584 -7.4818
N -5.8888 1.9617 -7.4453
N -4.9605 1.3719 -9.2904
H -6.4008 2.4713 -8.1512
H -5.7794 2.1785 -6.4650
H -4.3036 0.7617 -9.7554
H -5.5733 1.9907 -9.8019
C -13.1385 3.0505 -12.0648
O -14.1793 3.6520 -12.0451
N -12.9464 1.7413 -12.2820
N -11.9939 3.6812 -12.1081
H -11.9763 1.5024 -12.1339
H -13.7037 1.0776 -12.3593
H -11.1569 3.1873 -11.8332
H -12.0096 4.6807 -11.9634
C -10.2930 7.4374 -16.6607
O -9.4831 7.0442 -17.4899
N -11.5253 7.6446 -17.0265
N -10.1036 7.8023 -15.4370
H -12.1393 7.9748 -16.2957
H -11.7934 7.6299 -18.0002
H -9.1808 7.6603 -15.0518
H -10.8944 7.6694 -14.8230
C -5.0194 3.2178 -12.7701
O -3.9502 3.1017 -13.2746
N -5.6145 2.1508 -12.2192
N -5.8507 4.2914 -12.9693
H -5.2731 1.2005 -12.1984
H -6.4008 2.3218 -11.6089
H -6.8070 4.1809 -12.6636
H -5.5654 5.1604 -13.3977
*
```

---

Record 3
Molecular formula: C17H60N18O13
Method: DFT, ωB97M-V/def2-TZVPD

The energy above the lowest of the compared OMol25 structures with the same formula, charge and spin is 0.00 kcal per mole. The value obtained for the HOMO-LUMO gap is 10.01 eV. As for the largest force on an atom: 4.1 eV/Å. The value obtained for the highest occupied orbital energy is -9.5 eV. For the total energy, the calculation gives -2647.83062 hartree. The LUMO energy is 0.018 Ha.

Geometry as ORCA input:
```
! RIJCOSX wB97M-V def2-TZVPD def2/J DEFGRID3
* xyz 0 1
C 6.2025 0.4813 -5.0513
C 5.9149 1.6824 -4.2282
O 4.5014 1.6318 -3.7832
H 6.9597 -0.2150 -4.5912
H 6.5864 0.7811 -6.0466
H 5.2814 -0.1022 -5.2431
H 5.9631 2.6563 -4.7582
H 6.5926 1.5742 -3.3094
H 4.2671 0.6872 -3.5423
C 1.2655 -5.1079 -0.7160
C 0.6876 -4.6914 -2.0494
O -0.7426 -4.7000 -2.0590
H 0.7498 -4.5433 0.0181
H 2.3696 -4.8520 -0.6059
H 1.0068 -6.1414 -0.3825
H 1.0895 -5.5072 -2.6928
H 1.0959 -3.6839 -2.2500
H -1.0091 -5.5823 -1.9997
C 5.0033 -0.9141 -0.7351
C 3.9522 -1.9879 -0.5504
O 4.1132 -2.9740 -1.6117
H 4.5720 -0.0337 -1.2818
H 5.9130 -1.3202 -1.1841
H 5.2310 -0.5493 0.2332
H 2.9820 -1.6629 -0.6044
H 4.0813 -2.4056 0.3896
H 3.8043 -2.4342 -2.3534
C 1.6081 2.5587 4.7780
C 0.3891 3.0777 5.4721
O -0.7484 3.0991 4.6162
H 1.6119 3.0426 3.8249
H 1.5068 1.4657 4.4999
H 2.4770 2.5550 5.3849
H 0.4680 4.0455 5.9135
H 0.2114 2.4014 6.3007
H -1.0229 2.1094 4.6302
C -1.2472 -0.5029 4.6405
O -1.6809 0.5636 5.2319
N -1.2957 -1.6556 5.3507
N -0.9272 -0.5633 3.3275
H -0.6051 -2.3182 5.1018
H -1.6687 -1.6743 6.3088
H -0.9380 0.3172 2.8149
H -0.6217 -1.4295 2.9630
C -0.9962 -4.0146 1.7810
O -0.4961 -3.3952 2.7174
N -1.1234 -5.3866 1.9192
N -1.3743 -3.4910 0.5676
H -1.6146 -5.9019 1.2388
H -0.9208 -5.8423 2.7765
H -0.9541 -2.5655 0.3713
H -1.3500 -4.1868 -0.1954
C -1.6895 3.7303 1.1056
O -2.4183 3.3369 0.1485
N -2.3047 3.7553 2.3429
N -0.4188 4.0901 1.0910
H -1.8742 3.7848 3.2404
H -3.2957 3.4699 2.3222
H 0.2083 4.0599 1.9049
H -0.0216 4.1318 0.1352
C -0.3826 0.1178 0.2064
O -0.0575 -1.0721 0.1072
N -1.6396 0.5952 0.3467
N 0.5910 1.0893 0.2108
H -2.0254 1.5775 0.2445
H -2.2220 -0.1410 0.0381
H 0.3882 1.9892 -0.2071
H 1.5911 0.7951 0.1246
C 1.6118 3.3934 -2.0771
O 0.6354 3.6623 -1.3679
N 1.5419 2.4436 -3.0519
N 2.9066 3.8145 -1.7558
H 0.6139 2.1955 -3.3446
H 2.2658 2.2610 -3.7024
H 3.5947 3.2108 -2.2234
H 3.0334 4.3423 -0.9519
C -1.6294 0.9341 -3.1801
O -0.6108 0.7234 -3.8324
N -1.7838 2.0173 -2.3694
N -2.6590 0.0061 -3.1844
H -0.9024 2.5299 -2.1156
H -2.5946 2.1288 -1.7773
H -2.6211 -0.6362 -3.9339
H -3.5684 0.2941 -2.8316
C 1.9982 -0.7439 -3.6302
O 3.1504 -0.8319 -3.1886
N 0.9245 -1.1860 -2.9538
N 1.6847 -0.2264 -4.8626
H 0.8219 -1.2084 -1.9416
H 0.0142 -1.2407 -3.3190
H 0.7837 -0.2458 -5.3026
H 2.4678 -0.1889 -5.4837
C -5.2535 1.1578 -0.2060
O -4.3987 0.9784 -1.0341
N -5.3085 2.1487 0.6894
N -6.3388 0.3300 -0.0860
H -4.6940 2.9762 0.6839
H -6.1019 2.3561 1.2493
H -6.8133 0.3224 0.8388
H -6.1869 -0.6045 -0.3843
C -5.3003 -0.6672 3.1348
O -6.5012 -0.6018 2.8351
N -4.3203 -1.1745 2.3134
N -4.7833 0.0232 4.2383
H -3.3425 -0.9507 2.3882
H -4.7063 -1.7476 1.6194
H -3.8210 -0.0201 4.4350
H -5.3591 0.3210 4.9574
*
```